The following is a DFT calculation (ωB97M-V/def2-TZVPD) of a cluster of 11 separate species, C21H62N2O11 in total in a non-equilibrium geometry.

Last column: Mulliken charge in e.
Positions of all 96 atoms, in Å:
C: 4.726128 -0.730712 0.605644  -0.723
O: 4.017998 -0.695882 -0.639396  -0.523
H: 4.124058 -0.567372 1.499474  0.280
H: 5.182248 -1.708612 0.759744  0.327
H: 5.530388 0.002728 0.663384  0.307
H: 3.417218 -1.437142 -0.745216  0.348
C: 0.773158 -0.063432 0.477074  0.330
O: -0.486672 0.341308 -0.156536  0.224
H: 0.640788 -0.557382 1.439674  0.462
H: 1.231138 -0.821102 -0.158766  -0.486
H: 1.346668 0.842438 0.673534  -0.416
H: -0.890182 0.877588 0.529884  -0.070
C: 2.763348 -3.650782 0.900094  -0.682
O: 3.004098 -3.390532 -0.464166  -0.667
H: 2.931328 -4.703602 1.126934  0.337
H: 3.479028 -3.085922 1.497444  0.296
H: 1.726638 -3.401412 1.126254  0.237
H: 2.224878 -3.730572 -0.910016  0.212
C: -3.383622 4.829358 1.758964  -2.108
C: -2.055192 5.416598 2.146244  1.226
C: -2.319562 5.817318 3.624604  -1.307
C: -0.986002 6.254008 4.265174  -0.690
C: -0.031052 5.011138 4.215804  -1.314
C: 0.339498 4.495898 2.760974  1.406
N: -0.925262 4.498658 2.000264  0.954
O: -0.763712 4.045338 0.705314  -0.017
C: 1.404128 5.316748 2.140594  -1.695
C: 0.860318 3.023218 2.960854  -1.347
C: -1.837662 6.772528 1.380544  -1.640
H: -3.327822 4.495138 0.722974  0.325
H: -4.192323 5.555508 1.841484  0.527
H: -3.740472 4.037318 2.417314  0.378
H: -3.053322 6.622968 3.649274  0.416
H: -2.791632 4.969668 4.121324  0.462
H: -1.144442 6.591988 5.289274  0.425
H: -0.447702 7.072048 3.786484  0.279
H: -0.464182 4.233568 4.845004  0.365
H: 0.896038 5.299548 4.711204  0.494
H: 1.088598 6.291718 1.769154  0.356
H: 2.196308 5.559578 2.848824  0.418
H: 1.941958 4.812408 1.337804  0.307
H: 0.074998 2.357868 3.319584  0.402
H: 1.176948 2.544028 2.034454  -0.090
H: 1.745928 3.011398 3.596194  0.482
H: -1.069902 7.496978 1.652234  0.266
H: -2.805882 7.262558 1.277994  0.461
H: -1.604572 6.485478 0.355184  0.395
H: -0.474092 4.881858 0.333874  0.258
C: 1.593628 -2.773642 -3.369106  -2.031
C: 0.492538 -3.875752 -3.334306  1.484
C: 0.992068 -4.952562 -4.419196  -1.279
C: 0.426228 -6.334492 -4.228916  -0.762
C: 0.576268 -6.767952 -2.746746  -1.253
C: -0.006412 -5.795622 -1.637426  1.232
N: 0.431448 -4.417822 -1.969176  0.842
O: 0.242628 -3.449542 -0.970126  0.153
C: -1.570452 -5.971452 -1.637576  -1.487
C: 0.584168 -6.217232 -0.334966  -1.857
C: -0.888252 -3.368202 -3.784506  -1.404
H: 1.429958 -1.888832 -2.753946  0.263
H: 1.871128 -2.503982 -4.388116  0.511
H: 2.575138 -3.133842 -3.060896  0.520
H: 0.746048 -4.650462 -5.437186  0.454
H: 2.073058 -5.053822 -4.515656  0.436
H: 0.930508 -7.024082 -4.905866  0.443
H: -0.617952 -6.429492 -4.526836  0.352
H: 1.651528 -6.902622 -2.629366  0.452
H: 0.144608 -7.763312 -2.641736  0.448
H: -1.867722 -6.659592 -0.846246  0.442
H: -2.015202 -4.999852 -1.422416  0.309
H: -1.909162 -6.256742 -2.633566  0.353
H: 1.626148 -5.899322 -0.298816  0.328
H: 0.054588 -5.764412 0.503244  0.445
H: 0.575288 -7.301122 -0.220096  0.476
H: -1.626832 -4.129282 -3.532806  0.455
H: -1.084032 -3.206672 -4.844536  0.408
H: -1.238852 -2.441712 -3.329756  0.150
H: -0.607132 -3.031892 -1.128496  0.329
O: -2.034722 -1.899132 -0.930176  -0.678
H: -2.454982 -1.764022 -1.779506  0.302
H: -1.497742 -1.117332 -0.801056  0.401
O: -2.874932 1.981108 -1.308516  -0.533
H: -3.708342 1.876388 -1.767526  0.239
H: -2.439182 2.701688 -1.763606  0.227
O: -3.018602 -0.600432 3.157754  -0.638
H: -2.917902 0.099478 2.512594  0.302
H: -3.839082 -0.396762 3.606704  0.301
O: -2.412132 1.715658 1.447664  -0.492
H: -1.949012 2.532368 1.634014  0.063
H: -2.718172 1.813648 0.546014  0.242
O: 2.246868 2.853088 -0.921656  -0.615
H: 2.754748 2.312198 -0.316896  0.307
H: 1.569918 2.265938 -1.258136  0.380
O: 0.238608 1.940848 -2.526226  -0.725
H: -0.306332 1.318428 -2.044716  0.229
H: -0.272492 2.750118 -2.535626  0.288

Atomic forces in eV per Å
C -0.12 -0.83 -0.05
O 0.52 1.16 0.43
H -0.57 0.21 -0.09
H 0.22 -0.13 -0.13
H -0.19 0.11 -0.63
H 0.26 -0.45 0.47
C -0.74 -0.01 -0.25
O 1.35 -1.04 0.38
H -0.53 0.04 0.14
H 0.35 0.53 -0.21
H 0.42 -0.34 -0.42
H -1.00 0.44 0.21
C 0.11 -0.26 0.54
O 0.07 -0.04 -0.54
H -0.01 -0.14 0.09
H -0.28 0.14 -0.05
H 0.08 0.15 0.45
H 0.38 0.24 -0.15
C -0.48 -0.47 -1.18
C 0.11 2.41 1.67
C 1.64 0.45 -0.29
C 0.22 -1.49 0.09
C -0.05 0.96 -0.10
C -1.51 -0.89 1.95
N -1.14 -1.71 2.48
O 0.20 0.72 -0.76
C 1.56 1.02 -0.55
C -0.37 0.39 -0.75
C -0.54 -1.04 -1.19
H -0.39 -0.27 -0.07
H 0.27 0.38 -0.21
H 0.56 -0.37 -0.13
H 0.01 0.05 -0.23
H 0.40 -0.07 0.41
H 0.10 -0.24 0.15
H -0.51 0.17 -0.41
H -0.09 -0.29 -0.34
H 0.20 -0.14 -0.08
H -0.34 0.01 -0.07
H -0.04 -0.13 0.29
H -0.32 -0.14 -0.27
H -0.03 0.25 0.52
H 0.06 0.44 -0.39
H -0.20 0.07 0.29
H -0.06 -0.37 0.63
H 0.10 0.24 0.23
H 0.10 0.16 -0.43
H 0.48 -0.15 -1.45
C 0.61 0.01 0.23
C 2.10 0.47 -2.54
C -0.39 -0.15 0.19
C -0.81 -0.30 1.00
C 0.49 0.33 -0.97
C 0.33 -1.90 -1.81
N -2.02 0.96 0.47
O 1.72 -2.85 -1.09
C 0.55 1.45 -0.19
C 0.49 0.43 1.10
C -1.35 -0.20 0.57
H -0.46 0.02 -0.24
H -0.86 0.23 -0.19
H -0.12 -0.57 0.51
H -0.43 0.69 0.24
H 0.22 0.35 0.88
H 0.22 -0.14 0.29
H -0.23 0.37 -0.02
H 0.13 0.12 0.56
H -0.21 0.16 0.42
H 0.16 -0.10 -0.27
H -0.29 -0.06 0.23
H -0.06 -0.26 0.22
H 0.07 -0.12 0.15
H 0.07 -0.04 0.08
H -0.20 0.08 -0.16
H -0.13 -0.02 0.11
H 1.05 -0.17 -0.17
H 0.49 -0.03 0.33
H -1.92 1.35 -0.20
O 0.18 -1.32 -0.36
H -0.37 0.07 -0.14
H 0.48 1.25 0.64
O 0.06 -0.25 -0.03
H -0.35 -0.05 -0.08
H 0.12 0.31 0.02
O 0.07 -0.47 0.15
H 0.16 0.53 -0.28
H -0.16 0.00 0.15
O 0.23 -0.80 0.36
H 0.21 0.64 0.38
H -0.31 0.18 -0.59
O 0.34 0.40 0.49
H 0.34 -0.06 0.07
H -0.37 -0.13 -0.50
O 0.04 -0.12 -0.45
H -0.26 -0.35 0.51
H 0.08 0.32 -0.07

Computed properties:
- LUMO (spin up / spin down) (eV) = -2.25 / -6.70
- spin multiplicity = 2
- Kohn-Sham gap (spin up / spin down) (eV) = 7.99 / 3.54
- HOMO (spin up / spin down) (eV) = -10.2425 / -10.2425
- charge = +1
- strongest force on any atom (eV Å⁻¹) = 3.50
- molecular weight (g mol⁻¹) = 518.73